21
Properties=species:S:1:pos:R:3:forces:R:3 method="wB97M-V/def2-TZVPD" total_charge=0 homo_ev=-8.79 smiles=CN(C)CCN.O orbital_gap_ev=9.76
C -0.6990 0.2750 2.2344 -0.5 -1.2 -1.2
N -0.0942 -0.0636 0.9224 0.8 -0.2 1.2
C 1.0028 -1.0024 1.2185 0.0 -0.1 -0.9
C 0.4334 1.1536 0.3164 0.3 0.5 -0.3
C 0.8591 0.9497 -1.1503 -0.1 -0.4 0.2
N -0.0751 1.3950 -2.1564 1.3 0.2 -0.5
H -0.9726 -0.6639 2.7209 0.0 0.0 0.0
H 0.0093 0.7653 2.9021 -0.1 0.6 0.0
H -1.6361 0.7753 1.9973 0.2 0.6 0.6
H 1.6626 -1.0797 0.3556 0.0 0.0 0.0
H 0.6077 -2.0061 1.3687 0.0 0.0 0.3
H 1.6361 -0.6864 2.0557 -0.2 0.1 0.2
H -0.3635 1.8972 0.3705 0.0 0.1 -0.1
H 1.2934 1.5806 0.8638 -0.1 -0.2 0.3
H 1.8197 1.3970 -1.3975 0.0 0.4 0.3
H 1.0919 -0.1175 -1.2429 -0.4 0.0 -0.4
H -0.9854 1.0203 -2.1320 -1.0 -0.3 0.2
H -0.0383 2.3870 -2.3322 -0.3 -0.1 0.1
O -1.1740 -2.3558 -1.3125 -0.1 -0.7 -0.5
H -2.0738 -2.6406 -1.1045 0.3 0.4 0.1
H -0.9841 -1.5462 -0.8418 -0.2 0.4 0.6

---

30
Properties=species:S:1:pos:R:3:forces:R:3 method="wB97M-V/def2-TZVPD" total_charge=0 homo_ev=-8.69 smiles="N[C@@H](Cc1ccccc1)C(=O)NCC(=O)O" orbital_gap_ev=9.21
N 0.2523 2.7210 0.6260 2.1 0.7 -0.9
C -0.1026 1.3724 0.1939 0.0 0.7 -2.1
C -1.3739 1.3776 -0.7382 1.6 0.4 -1.6
C -2.3364 0.2974 -0.3321 0.5 2.7 0.1
C -2.1108 -1.0478 -0.5739 3.6 0.3 0.5
C -2.9806 -2.0208 -0.1111 0.2 1.8 -0.6
C -4.1115 -1.5976 0.5300 -1.3 0.4 -0.4
C -4.3079 -0.2557 0.6836 -1.4 4.3 2.1
C -3.3840 0.8183 0.4042 -2.2 -3.0 -0.2
C 1.0683 0.5167 -0.5815 -4.3 -1.8 -0.6
O 0.8290 -0.4665 -1.3170 -0.1 2.0 0.9
N 2.2711 0.8351 -0.2837 2.0 2.1 1.3
C 3.4124 0.1054 -0.6701 -0.2 1.0 -2.9
C 3.6045 -0.9166 0.2737 -0.7 -6.4 1.1
O 3.3962 -2.1363 0.1469 0.7 2.6 -0.3
O 3.8925 -0.4334 1.4394 0.9 1.8 1.8
H 0.6171 3.3406 -0.1197 -0.4 -0.8 0.4
H -0.5067 3.2309 1.0389 -0.4 -0.3 0.3
H -0.2326 0.8635 1.1184 -0.6 -1.0 0.6
H -0.8889 1.2661 -1.7704 -1.2 -0.2 1.1
H -1.9251 2.3892 -0.7993 1.1 -1.5 0.6
H -0.9454 -1.1211 -0.8159 -2.9 -1.0 -0.5
H -2.9688 -2.9836 -0.4708 0.8 -2.3 -0.2
H -4.9502 -2.2522 0.7383 0.2 -0.2 0.1
H -5.2421 0.2134 1.1150 0.7 -1.4 -0.3
H -3.6479 1.8934 0.6633 0.6 -1.6 -0.6
H 2.4126 1.4010 0.5146 -0.1 1.0 0.7
H 3.1824 -0.3703 -1.6052 0.3 0.1 -0.7
H 4.2389 0.7876 -0.6734 0.6 0.2 -0.4
H 3.9867 -1.1588 2.0436 0.0 -0.8 0.7

---

55
Properties=species:S:1:pos:R:3:forces:R:3 method="wB97M-V/def2-TZVPD" spin_multiplicity=2 total_charge=+2 s2=0.762 homo_ev="-15.70 / -15.99" orbital_gap_ev="9.17 / 6.08"
Sn 0.7006 0.4046 -0.9644 0.2 1.0 1.2
O -1.2261 4.5910 -1.3632 -0.2 0.6 0.0
C -0.8637 3.4012 -0.9984 0.3 -0.5 0.0
O -0.3215 2.6015 -1.7505 0.4 -0.5 -0.1
C -1.1394 3.0516 0.4294 -0.1 0.3 0.4
C -1.5090 3.9707 1.4075 0.1 -0.2 -0.3
C -1.6500 3.5069 2.7093 0.0 -0.1 0.0
C -1.4185 2.1681 2.9984 0.0 -0.1 -0.4
C -1.0592 1.3245 1.9467 -0.1 0.3 0.2
N -0.9369 1.7740 0.7089 0.6 -0.3 -0.5
C -0.7893 -0.1558 2.0409 0.0 0.3 -0.5
O -0.6346 -0.7278 3.1979 0.0 -0.4 0.5
O -0.7607 -0.8051 1.0096 0.1 0.0 0.2
H -1.0129 4.7938 -2.2953 0.0 -0.2 0.2
H -1.6616 5.0087 1.1553 0.0 0.1 0.0
H -1.9386 4.1878 3.4960 0.0 0.0 0.1
H -1.5252 1.8027 4.0097 0.0 0.0 0.0
H -0.4287 -0.1353 3.9400 0.0 0.1 -0.3
C 4.8385 1.2084 -3.2714 0.1 -0.3 -0.1
C 3.6881 1.5781 -2.4034 0.6 0.6 0.0
C 3.7453 2.9082 -1.7579 -0.4 0.1 0.4
O 2.7533 0.7995 -2.2378 -1.1 -0.6 0.3
H 5.6214 1.9607 -3.2421 0.0 0.0 0.0
H 4.4876 1.0878 -4.2984 0.0 0.0 0.0
H 5.2359 0.2412 -2.9607 0.0 0.0 0.0
H 4.0579 3.6797 -2.4598 0.0 0.0 -0.1
H 4.5086 2.8546 -0.9737 0.0 0.0 0.0
H 2.7875 3.1533 -1.2973 0.1 0.1 0.0
F 1.8791 1.9994 0.7729 -0.1 -0.8 -0.4
Sb 2.9937 0.8656 2.0035 -1.1 0.2 -1.0
F 3.7055 -0.4249 3.1200 0.3 0.2 0.0
F 1.9627 -0.5795 1.1237 -0.1 0.6 -0.4
F 1.4650 1.0813 3.1379 0.5 0.0 -0.1
F 4.1278 0.6727 0.5005 0.0 0.0 0.5
F 3.7996 2.4536 2.5382 0.0 -0.4 0.2
C -4.4760 -1.8835 -1.6081 0.1 0.0 0.2
C -3.4553 -1.5611 -0.5245 -0.5 0.6 -0.3
N -2.4973 -2.6301 -0.3180 0.3 -0.4 0.1
C -1.3423 -2.7238 -0.9391 0.2 -0.2 0.2
S -0.9808 -1.6442 -2.2629 0.2 0.2 -0.3
N -0.4187 -3.6106 -0.6141 0.2 0.2 -0.2
C -0.5035 -4.5341 0.5061 -0.2 -0.4 0.3
C -1.3540 -5.7575 0.1779 0.1 0.1 0.0
H -5.1840 -1.0643 -1.6838 -0.1 0.1 -0.1
H -5.0337 -2.7861 -1.3656 0.0 -0.1 -0.1
H -3.9899 -2.0101 -2.5735 0.0 0.0 -0.1
H -3.9632 -1.3929 0.4252 0.1 0.0 0.0
H -2.8995 -0.6538 -0.7987 -0.2 -0.3 0.3
H -2.7168 -3.3137 0.3970 0.1 0.0 -0.1
H 0.4020 -3.6787 -1.2066 -0.3 0.1 0.0
H -0.9040 -3.9993 1.3726 0.2 0.1 0.0
H 0.5137 -4.8473 0.7397 -0.1 0.2 0.1
H -2.3883 -5.4957 -0.0294 -0.1 0.0 0.0
H -1.3399 -6.4391 1.0233 0.0 -0.1 0.1
H -0.9510 -6.2767 -0.6880 0.0 -0.1 0.0

---

15
Properties=species:S:1:pos:R:3:forces:R:3 method="wB97M-V/def2-TZVPD" spin_multiplicity=2 total_charge=-1 s2=0.751 homo_ev="0.87 / -5.27" orbital_gap_ev="2.55 / 8.66"
C -0.9026 2.5203 -1.6433 2.4 0.1 0.7
C -0.4458 1.9007 -0.2638 0.7 1.3 -0.1
C 0.3371 0.6247 -0.2583 0.1 -2.5 -2.0
S 0.3637 -0.4603 1.2696 1.3 1.2 0.0
H -1.4771 3.3860 -1.2798 -0.1 -0.2 -1.0
H -1.3841 1.8407 -2.3384 -0.7 -0.1 0.4
H 0.0070 2.8388 -2.2515 -1.0 0.1 0.9
H 0.1293 2.6866 0.3066 -0.5 -0.5 -0.6
H -1.3289 1.7456 0.3134 -0.8 -0.2 0.5
H 1.3645 0.6772 -0.7373 -0.9 0.2 1.1
H -0.1455 -0.0828 -0.9880 0.1 0.6 0.4
H -0.8765 -1.0132 1.3670 -0.6 -0.1 -0.4
H 0.9424 -2.8114 0.0560 -0.6 0.1 0.3
H -0.4913 -3.5235 0.1363 1.6 0.4 -0.3
O 0.4385 -3.5817 -0.2381 -1.1 -0.5 -0.1

---

81
Properties=species:S:1:pos:R:3:forces:R:3 method="wB97M-V/def2-TZVPD" spin_multiplicity=6 total_charge=+2 s2=8.905 homo_ev="-12.17 / -13.17" orbital_gap_ev="6.92 / 2.39"
Fe 0.4213 0.0900 -0.9186 -2.0 0.1 -1.5
P 0.3667 -2.1355 -1.3072 -0.6 -2.9 -0.4
P 0.3667 2.3436 -1.0772 -0.6 3.0 -0.1
N 0.5722 0.1964 -2.9909 1.7 -0.1 0.8
C 0.4292 -2.2288 -3.1632 -0.2 0.1 0.3
H 0.8941 -3.1598 -3.5324 -0.2 0.4 0.2
H -0.6145 -2.1914 -3.5244 0.4 0.0 0.1
C 1.1663 -0.9680 -3.6228 0.0 -0.5 -0.9
H 2.2616 -1.0819 -3.4065 -0.6 0.3 -0.1
H 1.0904 -0.8851 -4.7314 0.1 0.0 0.5
C 1.1663 1.4193 -3.5003 0.0 0.6 -0.8
H 1.0904 1.4503 -4.6115 0.1 0.0 0.5
H 2.2616 1.5104 -3.2735 -0.6 -0.3 -0.1
C 0.4292 2.6264 -2.9139 -0.2 -0.1 0.3
H -0.6145 2.6262 -3.2770 0.4 0.0 0.1
H 0.8941 3.5903 -3.1858 -0.2 -0.5 0.1
C 1.8699 3.2625 -0.4287 -0.1 -0.2 -0.3
C 2.1982 2.9096 1.0321 0.1 0.1 0.1
H 3.1961 3.3061 1.2927 -0.4 -0.2 -0.1
H 2.2084 1.8219 1.1987 0.1 0.6 -0.2
H 1.4682 3.3533 1.7295 0.3 -0.1 -0.2
C -1.2094 3.2141 -0.5252 0.1 -0.2 -0.2
C -1.3308 3.2715 1.0069 0.0 0.3 0.1
H -2.3589 3.5591 1.2929 0.4 -0.1 -0.1
H -0.6476 4.0288 1.4292 -0.3 -0.3 -0.1
H -1.1008 2.3020 1.4776 0.0 0.4 -0.1
C -1.2094 -3.0580 -0.8472 0.1 0.2 -0.3
C -1.3308 -3.2720 0.6709 0.0 -0.3 0.0
H -2.3589 -3.5874 0.9260 0.4 0.1 -0.1
H -1.1008 -2.3557 1.2384 0.0 -0.4 -0.2
H -0.6476 -4.0685 1.0135 -0.3 0.3 -0.1
C 1.8699 -3.1159 -0.7562 -0.1 0.2 -0.3
C 2.1982 -2.9145 0.7331 0.1 -0.1 0.0
H 3.1961 -3.3357 0.9517 -0.4 0.2 0.0
H 1.4682 -3.4274 1.3814 0.2 0.1 -0.2
H 2.2084 -1.8497 1.0102 0.1 -0.5 -0.3
C 2.1770 0.0839 -0.8001 6.6 0.0 0.3
O 3.3511 0.0823 -0.7677 -3.3 0.0 -0.3
C -1.4977 4.5792 -1.1722 -0.1 0.2 0.0
H -0.8207 5.3621 -0.7953 -0.3 -0.3 -0.2
H -1.4083 4.5479 -2.2709 0.0 0.0 0.5
H -2.5311 4.8898 -0.9300 0.4 -0.1 -0.1
C -1.4978 -4.3496 -1.6306 -0.1 -0.2 0.0
H -2.5311 -4.6834 -1.4215 0.4 0.1 -0.1
H -1.4083 -4.2061 -2.7203 0.0 -0.1 0.5
H -0.8207 -5.1670 -1.3358 -0.3 0.3 -0.1
C 1.8743 -4.6048 -1.1353 0.0 -0.2 0.0
H 2.8849 -5.0245 -0.9804 -0.4 0.2 -0.1
H 1.1788 -5.1805 -0.5010 0.3 0.2 -0.2
H 1.5997 -4.7743 -2.1903 0.1 0.1 0.5
C 1.8743 4.7822 -0.6534 0.0 0.2 0.0
H 1.1788 5.2900 0.0365 0.3 -0.2 -0.3
H 2.8850 5.1839 -0.4562 -0.4 -0.2 -0.1
H 1.5997 5.0590 -1.6854 0.1 -0.1 0.4
H 2.6606 2.8153 -1.0637 -0.2 0.2 0.2
H 2.6606 -2.6061 -1.3420 -0.2 -0.2 0.2
H -1.9700 2.4996 -0.8978 0.2 0.2 0.1
H -1.9700 -2.3091 -1.1447 0.2 -0.3 0.1
H -2.4375 -0.1471 -2.1120 -0.2 0.5 1.7
H -2.5207 0.0312 -1.3331 0.2 -0.4 -1.8
C 1.4115 -0.1383 2.5326 0.6 -0.1 0.1
N 0.0274 -0.3611 2.7798 -0.9 -0.2 0.7
C -0.2727 -0.8557 4.1176 0.4 -1.0 1.1
C -1.3949 -0.0565 4.6848 -0.4 0.5 0.1
C -2.6038 -0.2831 3.7815 -0.4 0.3 1.0
N -2.2929 -0.1608 2.3480 0.8 -0.1 1.3
C -3.4150 -0.0712 1.4343 -0.6 0.0 -0.5
C -0.9996 -0.1497 1.8613 -0.5 0.3 -2.4
O -0.8444 0.0205 0.6123 -0.5 -0.3 3.9
H 1.7633 0.7311 3.1296 -0.3 -0.3 -0.3
H 1.5288 0.0150 1.4818 0.4 0.2 -0.4
H 2.0139 -1.0072 2.8745 -0.5 0.4 -0.2
H -0.5797 -1.9250 4.0508 0.3 0.4 -0.2
H 0.6197 -0.8183 4.7877 -0.5 0.1 -0.9
H -1.0880 1.0119 4.6890 -0.4 -0.5 0.1
H -1.6254 -0.3730 5.7258 0.1 0.2 -0.7
H -3.3620 0.4673 4.0854 0.1 -0.5 -0.7
H -3.0251 -1.3001 3.9524 0.1 0.5 -0.2
H -3.3875 -0.9227 0.7237 0.2 0.5 0.2
H -4.3806 -0.1106 1.9796 0.8 0.0 -0.1
H -3.3685 0.8902 0.8819 0.1 -0.5 0.1

---

Copy entry 2 word for word.
30
Properties=species:S:1:pos:R:3:forces:R:3 method="wB97M-V/def2-TZVPD" total_charge=0 homo_ev=-8.69 smiles="N[C@@H](Cc1ccccc1)C(=O)NCC(=O)O" orbital_gap_ev=9.21
N 0.2523 2.7210 0.6260 2.1 0.7 -0.9
C -0.1026 1.3724 0.1939 0.0 0.7 -2.1
C -1.3739 1.3776 -0.7382 1.6 0.4 -1.6
C -2.3364 0.2974 -0.3321 0.5 2.7 0.1
C -2.1108 -1.0478 -0.5739 3.6 0.3 0.5
C -2.9806 -2.0208 -0.1111 0.2 1.8 -0.6
C -4.1115 -1.5976 0.5300 -1.3 0.4 -0.4
C -4.3079 -0.2557 0.6836 -1.4 4.3 2.1
C -3.3840 0.8183 0.4042 -2.2 -3.0 -0.2
C 1.0683 0.5167 -0.5815 -4.3 -1.8 -0.6
O 0.8290 -0.4665 -1.3170 -0.1 2.0 0.9
N 2.2711 0.8351 -0.2837 2.0 2.1 1.3
C 3.4124 0.1054 -0.6701 -0.2 1.0 -2.9
C 3.6045 -0.9166 0.2737 -0.7 -6.4 1.1
O 3.3962 -2.1363 0.1469 0.7 2.6 -0.3
O 3.8925 -0.4334 1.4394 0.9 1.8 1.8
H 0.6171 3.3406 -0.1197 -0.4 -0.8 0.4
H -0.5067 3.2309 1.0389 -0.4 -0.3 0.3
H -0.2326 0.8635 1.1184 -0.6 -1.0 0.6
H -0.8889 1.2661 -1.7704 -1.2 -0.2 1.1
H -1.9251 2.3892 -0.7993 1.1 -1.5 0.6
H -0.9454 -1.1211 -0.8159 -2.9 -1.0 -0.5
H -2.9688 -2.9836 -0.4708 0.8 -2.3 -0.2
H -4.9502 -2.2522 0.7383 0.2 -0.2 0.1
H -5.2421 0.2134 1.1150 0.7 -1.4 -0.3
H -3.6479 1.8934 0.6633 0.6 -1.6 -0.6
H 2.4126 1.4010 0.5146 -0.1 1.0 0.7
H 3.1824 -0.3703 -1.6052 0.3 0.1 -0.7
H 4.2389 0.7876 -0.6734 0.6 0.2 -0.4
H 3.9867 -1.1588 2.0436 0.0 -0.8 0.7